This record from the OMol25 dataset describes C4H9NO2 in the gas phase. The level of theory is ωB97M-V/def2-TZVPD.

Output
SMILES string: C[C@@H](CO)NC=O
F_max in eV/A: 0.61
Frontier orbital gap in eV: 10.6
LUMO in eV: 0.9
Relative energy (zero: lowest compared OMol25 entry of this formula, charge and spin) in kJ/mol: 94.33

```
! RIJCOSX wB97M-V def2-TZVPD def2/J DEFGRID3
* xyz 0 1
C -0.0956 0.0198 -1.8832
C 0.0999 -0.3298 -0.4075
C 1.3843 0.3280 0.1161
O 1.6698 -0.0402 1.4437
N -1.0735 0.0390 0.3790
C -1.4971 -0.4253 1.5929
O -2.2851 0.2017 2.2794
H -0.9800 -0.4674 -2.3008
H 0.7759 -0.3035 -2.4643
H -0.1942 1.1036 -2.0290
H 0.2337 -1.4112 -0.3053
H 2.2305 -0.0213 -0.4870
H 1.3318 1.4239 -0.0061
H 1.0094 0.3739 2.0141
H -1.5137 0.9272 0.1746
H -1.0961 -1.4184 1.8835
*
```

Need the Mulliken charges? In units of e they are: -1.433, 0.516, -0.682, -0.508, -0.186, 0.046, -0.585, 0.377, 0.383, 0.374, 0.136, 0.339, 0.315, 0.312, 0.244, 0.353